Entry 1:
ORCA calculation (ωB97M-V with the def2-TZVPD basis set) on one molecule with the formula C22H29NO3S at a distorted geometry.

Summary:
- gap between HOMO and LUMO (eV) = 8.92
- energy above the lowest of the compared OMol25 structures with the same formula, charge and spin (kJ/mol) = 26.4
- HOMO energy (eV) = -8.508

```
56
Properties=species:S:1:pos:R:3:mulliken_charge:R:1
C 3.53536 4.29531 -1.00887 -1.437
C 3.98318 2.93710 -0.56399 0.890
C 4.70356 2.11017 -1.41631 -0.592
C 5.13718 0.86475 -0.99969 -0.463
C 4.86876 0.41637 0.28811 0.585
C 4.14371 1.24161 1.14261 -0.317
C 3.70869 2.48278 0.72121 -0.756
H 3.14812 3.11069 1.39864 0.376
H 3.92212 0.90141 2.14379 0.413
C 5.29084 -0.93117 0.74802 -1.215
H 5.88245 -1.47270 0.01285 0.387
H 5.83784 -0.88943 1.69016 0.446
S 3.77737 -1.96160 1.14545 0.563
O 4.28036 -3.29777 1.44014 -0.641
C 3.17206 -2.03477 -0.64094 -0.434
C 1.91931 -2.80486 -0.68255 0.046
C 1.69152 -4.15206 -0.75822 -0.758
C 0.29408 -4.32237 -0.68566 -0.770
C -0.24342 -3.06783 -0.56562 0.719
C -1.65306 -2.65519 -0.46348 0.126
O -2.56638 -3.45941 -0.46081 -0.707
N -1.82572 -1.31655 -0.36993 0.048
H -1.01577 -0.71783 -0.41138 0.350
C -3.12658 -0.68937 -0.29935 -0.522
C -3.41090 0.06537 -1.60028 -0.948
C -4.78849 0.71153 -1.54719 -0.682
C -4.87733 1.64885 -0.34957 -0.879
C -4.60612 0.90583 0.96092 0.571
C -4.74462 1.87260 2.13619 -1.794
H -4.70914 1.34876 3.08660 0.421
H -5.69684 2.39530 2.07698 0.448
H -3.94784 2.61361 2.11658 0.354
H -5.35669 0.11528 1.07039 0.340
C -3.21926 0.24297 0.92078 0.317
C -2.92630 -0.54420 2.19731 -1.771
H -1.99955 -1.10364 2.09305 0.371
H -3.72707 -1.25313 2.39452 0.361
H -2.82530 0.11805 3.05225 0.454
H -2.46154 1.02895 0.80848 0.352
H -5.86995 2.10207 -0.31017 0.339
H -4.14850 2.45536 -0.46324 0.313
H -5.54952 -0.06637 -1.45972 0.326
H -4.97691 1.26366 -2.47010 0.370
H -3.34880 -0.63098 -2.43865 0.361
H -2.64859 0.83670 -1.74244 0.293
H -3.84327 -1.50988 -0.18767 0.362
O 0.74997 -2.13905 -0.55982 -0.254
H -0.25785 -5.23845 -0.71533 0.543
H 2.43485 -4.91677 -0.84741 0.520
H 3.95470 -2.52576 -1.21337 0.480
H 3.02208 -1.00566 -0.95783 0.364
H 5.69598 0.23735 -1.67964 0.341
H 4.92727 2.44400 -2.41934 0.370
H 2.62132 4.58993 -0.49854 0.368
H 3.36525 4.31700 -2.08278 0.364
H 4.30340 5.03341 -0.77517 0.285
```

Entry 2:
ORCA calculation (ωB97M-V with the def2-TZVPD basis set) on a 16-piece molecular cluster, H32O16 overall at a distorted geometry.

Summary:
- gap between HOMO and LUMO (eV) = 10.11
- energy above the lowest of the compared OMol25 structures with the same formula, charge and spin (kJ/mol) = 897.7
- HOMO energy (eV) = -10.663

```
48
Properties=species:S:1:pos:R:3:mulliken_charge:R:1
O -2.19767 4.16584 1.25582 -0.556
H -2.63048 4.23394 0.50334 0.300
H -2.35735 4.71728 1.99215 0.276
O 2.08934 2.70655 0.04134 -0.586
H 3.02145 2.67054 0.34996 0.289
H 1.72497 2.95248 0.92685 0.318
O 1.84092 -0.80330 -4.85851 -0.625
H 1.54229 -0.11845 -4.28296 0.321
H 2.21716 -1.46595 -4.17312 0.346
O 0.33082 -1.42672 -2.46666 -0.695
H 0.63548 -2.35702 -2.25508 0.204
H 0.06653 -1.80966 -3.34051 0.409
O 2.99570 3.43643 -3.18233 -0.603
H 3.91577 3.16555 -2.83671 0.313
H 2.27659 3.21839 -2.72640 0.280
O -0.91689 0.11242 2.49175 -0.606
H 0.01678 0.25960 2.34625 0.235
H -1.14510 -0.18086 1.60753 0.351
O -3.54031 3.17207 -1.37984 -0.718
H -3.47742 2.32557 -1.06842 0.284
H -2.63319 3.10999 -1.92154 0.494
O 2.06341 -3.93762 -0.24220 -0.598
H 2.43527 -3.25560 0.35225 0.288
H 2.00742 -4.72709 0.31502 0.287
O -0.89741 0.56889 -0.82409 -0.682
H -0.52922 -0.17999 -1.38011 0.383
H -0.13087 1.18736 -0.40038 0.310
O 2.35627 0.40748 4.11804 -0.640
H 2.82960 0.11213 3.17861 0.332
H 2.89032 -0.04619 4.84526 0.319
O -2.58423 -3.58801 0.18883 -0.646
H -2.29077 -2.99461 0.96477 0.343
H -3.22849 -3.01794 -0.36745 0.305
O -1.50069 2.48412 -2.81645 -0.699
H -1.01883 2.51562 -1.95633 0.300
H -2.11253 1.71680 -3.07348 0.333
O 1.18114 -4.50051 -3.05725 -0.586
H 1.24616 -3.53374 -3.17559 0.241
H 1.29466 -4.67096 -2.10678 0.370
O 0.27953 3.25816 3.51897 -0.597
H 0.84577 2.93459 4.20236 0.301
H -0.15606 2.74313 2.97531 0.286
O 1.43516 -2.98368 3.33847 -0.620
H 0.84533 -2.27658 3.60810 0.326
H 0.90891 -3.79093 3.60943 0.314
O -3.71096 -2.07706 2.05926 -0.558
H -4.63512 -2.37443 2.13157 0.280
H -3.59913 -2.05801 2.97099 0.276
```

Entry 3:
ORCA calculation (ωB97M-V with the def2-TZVPD basis set) on a 5-piece molecular cluster, C6H22O5 overall at a distorted geometry.

Summary:
- gap between HOMO and LUMO (alpha / beta) (eV) = 2.12 / 9.11
- 2S+1 = 2
- energy above the lowest of the compared OMol25 structures with the same formula, charge and spin (kJ/mol) = 133.2
- net charge = -1
- <S²> = 0.750
- HOMO energy (alpha / beta) (eV) = 0.464 / -6.543

```
33
Properties=species:S:1:pos:R:3:mulliken_charge:R:1
C 1.94967 3.46722 0.88982 -0.945
C 1.83460 2.82346 2.27468 -0.291
O 0.96540 3.57163 3.07190 -0.532
H 1.61500 4.50453 0.89904 0.300
H 1.49005 3.05166 -0.00693 0.227
H 2.98064 3.51975 0.53989 0.352
H 2.77553 3.01977 2.78870 0.329
H 1.65611 1.74983 2.33422 0.277
H 1.48788 4.23460 3.52918 0.293
C -1.22407 1.17420 0.63852 -0.980
C -1.86818 -0.02046 -0.03910 -1.168
O -1.25601 -1.22245 0.41687 -1.078
H -1.23037 2.09822 0.06038 0.424
H -0.19845 0.86948 0.84677 0.105
H -1.66182 1.39010 1.61313 0.353
H -1.91980 0.13842 -1.11622 0.415
H -2.94219 -0.14335 0.10047 0.278
H -1.73554 -1.95426 0.02177 0.226
C 0.81607 -2.46525 -3.40364 -1.218
C 0.78333 -1.68512 -2.08759 0.462
O 2.07473 -1.08029 -1.99414 -0.438
H 1.08033 -1.85097 -4.26441 0.292
H -0.12024 -2.90858 -3.74260 0.506
H 1.49383 -3.31599 -3.33308 0.251
H 0.57334 -2.45496 -1.34507 0.058
H -0.05412 -0.99251 -2.00347 -0.372
H 2.07692 -0.25225 -2.47988 0.280
O -2.61705 -2.93164 -0.85472 1.253
H -3.28862 -2.54809 -1.41872 -0.334
H -2.71489 -3.87640 -0.97341 -0.286
O -1.19718 -1.81587 3.26348 -0.678
H -0.68557 -2.61816 3.36748 0.302
H -0.93933 -1.47620 2.40652 0.338
```

Entry 4:
ORCA calculation (ωB97M-V with the def2-TZVPD basis set) on a 2-piece molecular cluster, C6H18O2Si2 overall at a distorted geometry.

Summary:
- gap between HOMO and LUMO (alpha / beta) (eV) = 8.71 / 6.33
- energy above the lowest of the compared OMol25 structures with the same formula, charge and spin (kJ/mol) = 497.3
- HOMO energy (alpha / beta) (eV) = -8.750 / -6.986

```
28
Properties=species:S:1:pos:R:3:mulliken_charge:R:1
C -0.72566 2.10968 -1.85692 -0.502
C 0.85175 0.73103 1.68776 -1.002
C 2.68682 0.83522 -2.00729 -0.981
C -1.98024 -0.86621 -0.51640 -0.708
C -1.75542 -0.97390 2.64791 -1.050
C 0.47743 -2.33688 0.55181 -0.923
O -0.23758 1.00064 -2.53608 -0.283
O -0.15411 0.43130 0.83789 -0.124
Si 1.01425 -0.05051 -2.10912 0.462
Si -0.78629 -1.08822 0.90528 0.454
H -1.87357 1.98107 -2.00611 0.217
H -0.35652 3.08019 -2.36976 0.250
H -0.46899 2.21388 -0.81615 0.209
H 1.52447 -0.11831 1.86360 0.347
H 0.42813 1.16406 2.64339 0.293
H 1.52260 1.43748 1.28766 0.319
H 3.48779 0.58295 -2.78205 0.350
H 2.37573 1.83593 -2.30591 0.299
H 3.23199 1.00892 -1.01698 0.317
H -2.40455 -1.87623 -0.75927 0.340
H -2.55833 -0.09553 -0.07391 0.200
H -1.40876 -0.53783 -1.40581 0.142
H -1.83628 -1.93345 3.19313 0.331
H -1.24231 -0.18982 3.22477 0.274
H -2.82784 -0.51573 2.42739 0.216
H 0.21653 -3.18364 -0.02379 0.400
H 1.24031 -2.63610 1.20711 0.356
H 0.79765 -1.00153 -3.07549 -0.205
```

Entry 5:
ORCA calculation (ωB97M-V with the def2-TZVPD basis set) on a 2-piece molecular cluster, C6H10N3 overall at a distorted geometry.

Summary:
- gap between HOMO and LUMO (eV) = 9.93
- energy above the lowest of the compared OMol25 structures with the same formula, charge and spin (kJ/mol) = 390.6
- net charge = +1
- HOMO energy (eV) = -14.710

```
19
Properties=species:S:1:pos:R:3:mulliken_charge:R:1
C 1.23795 -2.25079 0.03605 -0.025
C 0.98408 -0.19436 0.40815 0.375
C -2.92768 -0.65129 0.05066 -0.722
C -2.04837 0.20451 -0.33911 0.271
C 1.06372 2.16206 -0.44648 -0.861
C 1.26063 1.18397 0.72689 -0.418
N 1.82424 -1.21869 0.56134 -0.481
N -0.04336 -1.91736 -0.18778 -0.138
N -0.17434 -0.59380 -0.04217 -0.100
H 1.77284 -3.20792 -0.14091 0.414
H -3.93493 -0.50796 -0.02078 0.323
H -2.61178 -1.60749 0.50578 0.329
H -1.72730 1.16012 -0.68098 0.411
H 1.32245 3.25677 -0.33900 0.341
H 0.05739 2.03717 -0.76786 0.054
H 1.72067 1.87414 -1.26170 0.332
H 0.66539 1.65363 1.48056 0.294
H 2.28638 1.17843 1.14479 0.304
H -0.72798 -2.56112 -0.68744 0.298
```

Entry 6:
ORCA calculation (ωB97M-V with the def2-TZVPD basis set) on one molecule with the formula C24H40N4O2S.

Summary:
- gap between HOMO and LUMO (eV) = 8.93
- structure (SMILES) = CCOCCCNC(=S)N1[C@@H]2CC[C@H]1C[C@H](NC(=O)N[C@]13C[C@H]4C[C@H](C[C@H](C4)C1)C3)C2
- energy above the lowest of the compared OMol25 structures with the same formula, charge and spin (kJ/mol) = 1.4
- HOMO energy (eV) = -8.345

```
71
Properties=species:S:1:pos:R:3:mulliken_charge:R:1
C -0.59197 -2.29273 2.60306 -0.647
C -0.81398 -3.35642 1.53035 -0.061
O 0.37001 -3.79385 0.89911 -0.417
C 0.92119 -2.88604 -0.02691 0.587
C 2.11346 -3.57403 -0.68736 -0.812
C 2.86074 -2.65599 -1.65167 -0.912
N 3.44543 -1.53104 -0.96486 -0.036
C 3.11546 -0.24245 -1.18248 0.572
N 3.61955 0.68830 -0.35665 -0.045
C 3.46957 2.12251 -0.51844 -0.046
H 3.26739 2.35976 -1.56303 0.584
C 2.35891 2.65820 0.41328 -1.419
H 2.76596 3.43988 1.05422 0.443
H 1.55262 3.09917 -0.17376 0.448
C 1.76012 1.55196 1.29351 -0.449
N 0.81356 0.75750 0.53617 0.607
C -0.53488 0.88461 0.78800 -0.134
O -0.96041 1.40286 1.80356 -0.722
N -1.30570 0.29233 -0.16552 0.060
H -0.85091 0.04539 -1.03170 0.371
C -2.75999 0.41234 -0.22915 0.950
C -3.24517 -0.35926 -1.45691 -1.787
C -4.76739 -0.26159 -1.55556 0.387
C -5.40075 -0.85996 -0.30052 -1.441
C -4.91792 -0.08704 0.92606 0.328
C -3.39745 -0.18664 1.02767 -0.938
H -3.03445 0.35537 1.90036 0.598
H -3.09388 -1.23090 1.12548 -0.070
C -5.32776 1.37934 0.80202 -1.379
C -4.69878 1.97554 -0.45598 0.425
C -3.17802 1.88245 -0.35624 -1.604
H -2.82060 2.42619 0.51914 0.558
H -2.71249 2.31878 -1.24425 0.396
C -5.17846 1.20440 -1.68504 -1.453
H -6.26495 1.27786 -1.77022 0.510
H -4.74204 1.63517 -2.58925 0.503
H -4.99080 3.02775 -0.54826 0.256
H -4.99012 1.93182 1.68081 0.519
H -6.41608 1.45973 0.74879 0.493
H -5.36684 -0.51716 1.82835 0.310
H -6.48926 -0.80396 -0.37272 0.533
H -5.12509 -1.91331 -0.20974 0.438
H -5.10675 -0.81623 -2.43811 0.270
H -2.94269 -1.40638 -1.37486 0.388
H -2.78760 0.05618 -2.35902 0.657
H 1.07092 0.55628 -0.42316 -0.211
C 2.85312 0.66580 1.92740 -1.149
H 3.15537 1.07956 2.88922 0.463
C 4.08352 0.53126 1.00888 -0.141
H 4.57453 -0.43017 1.17531 0.483
C 5.09245 1.68918 1.17308 -0.977
H 4.91330 2.22332 2.10413 0.317
H 6.11534 1.31620 1.19148 0.401
C 4.84728 2.59020 -0.04560 -1.118
H 4.86975 3.64969 0.19652 0.425
H 5.58734 2.39761 -0.82272 0.374
H 2.41648 -0.31692 2.11383 0.216
H 1.16326 2.00372 2.09490 1.087
S 2.13752 0.19448 -2.46557 -0.480
H 4.00725 -1.75725 -0.15876 0.213
H 3.65409 -3.21991 -2.15470 0.321
H 2.18218 -2.25762 -2.40964 0.399
H 1.75860 -4.45136 -1.22786 0.337
H 2.78709 -3.92102 0.09947 0.358
H 0.17027 -2.61273 -0.78494 0.070
H 1.24130 -1.96153 0.47492 -0.261
H -1.22861 -4.26000 1.98637 0.328
H -1.52248 -2.98552 0.77458 0.122
H 0.18826 -2.61777 3.28748 0.354
H -0.30938 -1.33905 2.16619 -0.176
H -1.51065 -2.14636 3.16372 0.426
```

Entry 7:
ORCA calculation (ωB97M-V with the def2-TZVPD basis set) on C24H45AlN4O3PS as an isolated structure at a distorted geometry.

Summary:
- gap between HOMO and LUMO (eV) = 8.75
- net charge = +1
- HOMO energy (eV) = -11.447

```
79
Properties=species:S:1:pos:R:3:mulliken_charge:R:1
Al 0.48313 -2.06828 -0.83900 -0.309
N -0.45278 -3.77273 -0.10337 -0.105
C -0.76809 -4.54606 -1.32744 -0.710
C 0.43266 -4.44330 -2.30598 0.676
O 0.81204 -5.38264 -2.96270 -0.656
N 0.93773 -3.19684 -2.26809 0.467
C 2.29207 -2.96962 -2.72338 -0.750
C 3.02832 -2.27227 -1.57823 0.544
O 4.19725 -2.02054 -1.57338 -0.629
O 2.20373 -1.91857 -0.58322 0.014
H 0.28184 -4.28960 0.39052 0.405
H -1.26192 -3.76503 0.52124 0.284
H -1.62777 -4.09609 -1.82721 0.251
H -0.97239 -5.59589 -1.10714 0.464
H 2.33406 -2.32063 -3.60736 0.262
H 2.78362 -3.91455 -2.97261 0.413
C 2.74325 0.98818 4.13702 -0.714
C 3.56299 0.52446 2.93632 -0.896
C 2.75578 0.64551 1.63207 -0.500
C 1.25184 0.49095 1.89900 0.944
C 1.06809 -0.54418 3.00847 -0.633
C 1.52181 0.07828 4.33650 -0.884
P 0.29591 0.07616 0.35817 -0.814
C -1.50673 0.42657 0.71882 1.001
C -2.18758 -0.84213 1.24997 0.395
C -3.60905 -0.51823 1.69825 -0.983
C -3.60091 0.42129 2.91574 -1.000
C -2.30763 1.23689 2.99141 -0.576
C -1.84595 1.64290 1.59736 -0.911
C 0.67226 1.35590 -0.95430 2.071
C 2.04893 1.19445 -1.60200 -0.558
C 2.08396 1.93016 -2.94710 -0.814
C 1.31118 3.25636 -2.88736 -0.413
C 1.26264 3.77387 -1.45167 -0.954
C 0.45246 2.82517 -0.55150 -0.607
H 2.42572 2.02208 3.97938 0.284
H 3.36051 0.97529 5.03575 0.483
H 3.87696 -0.50762 3.09783 0.363
H 4.46680 1.12802 2.85338 0.479
H 3.09138 -0.12437 0.93464 -0.047
H 2.94445 1.62286 1.18673 0.185
H 0.84019 1.44412 2.25171 0.627
H 1.67097 -1.42242 2.76921 0.423
H 0.03180 -0.87092 3.10215 -0.013
H 1.75881 -0.72045 5.03998 0.517
H 0.70529 0.66117 4.77056 0.179
H -1.91536 0.62181 -0.28178 -0.117
H -1.64147 -1.26821 2.09198 0.328
H -2.19473 -1.59186 0.45256 -0.771
H -4.14644 -1.43600 1.93899 0.489
H -4.13697 -0.04566 0.86828 0.273
H -3.71703 -0.15494 3.83389 0.361
H -4.45483 1.09691 2.84898 0.360
H -1.52550 0.65654 3.47777 -0.124
H -2.47036 2.13165 3.59419 0.572
H -0.99798 2.31938 1.67836 0.391
H -2.65470 2.20188 1.12295 0.523
H -0.05721 1.09504 -1.73468 -1.269
H 2.26797 0.14106 -1.77777 -0.649
H 2.82837 1.59507 -0.95825 0.447
H 1.66720 1.28953 -3.72847 0.279
H 3.12771 2.12226 -3.19978 0.493
H 0.29173 3.11939 -3.25538 -0.022
H 1.78359 3.99365 -3.53807 0.504
H 0.81429 4.76848 -1.42120 0.540
H 2.27894 3.87573 -1.06892 0.344
H -0.60796 3.07631 -0.63633 0.274
H 0.75242 2.99415 0.48383 0.065
C -2.08207 1.27815 -3.62655 -0.905
N -3.03223 0.54436 -2.82889 -0.228
C -2.82431 -0.63833 -2.26529 0.610
N -3.85240 -1.22032 -1.63030 -0.302
S -1.32490 -1.47245 -2.38526 -0.386
H -2.51785 1.50604 -4.59821 0.402
H -1.19380 0.66856 -3.77334 0.289
H -1.81005 2.21231 -3.13194 0.294
H -3.95963 0.94810 -2.77922 0.240
H -4.79252 -0.85876 -1.70389 0.234
H -3.75155 -2.16751 -1.30736 0.206
```

Entry 8:
ORCA calculation (ωB97M-V with the def2-TZVPD basis set) on an isolated ion of composition C5H13BN and charge +1 at a distorted geometry.

Summary:
- gap between HOMO and LUMO (alpha / beta) (eV) = 8.10 / 9.52
- energy above the lowest of the compared OMol25 structures with the same formula, charge and spin (kJ/mol) = 236.4
- net charge = +1
- HOMO energy (alpha / beta) (eV) = -12.639 / -13.643

```
20
Properties=species:S:1:pos:R:3:mulliken_charge:R:1
B -0.40308 0.04284 1.36211 0.124
C -0.84572 -1.40420 1.42714 -0.633
C 0.23729 0.65783 0.02796 -0.650
C -0.20148 -1.40946 -1.24062 -0.683
C -0.71201 1.04333 2.54053 -0.955
C 1.05784 0.39604 -2.24604 -0.872
N 0.72160 -0.32885 -0.99064 0.071
H -0.21764 -2.26635 1.57132 0.361
H -1.89736 -1.63776 1.52140 0.350
H -0.57026 1.22258 -0.44575 0.298
H 1.03850 1.37670 0.21777 0.425
H 0.21620 -2.38208 -1.40350 0.341
H -1.12021 -1.14898 -1.72649 0.327
H -0.98021 0.55299 3.47079 0.304
H -1.55609 1.67630 2.26999 0.358
H 0.12102 1.71143 2.74344 0.344
H 1.47623 -0.29391 -2.97746 0.373
H 0.14870 0.83104 -2.66134 0.407
H 1.78254 1.18477 -2.05198 0.337
H 1.58319 -0.74692 -0.62661 0.374
```